# C48H61BClN8O2PRuS3

A structure of composition C48H61BClN8O2PRuS3 in a non-equilibrium geometry (ωB97M-V/def2-TZVPD, the Open Molecules 2025 dataset).

Computed properties:
**M**: 1056.58 g mol⁻¹
**Total charge**: +1
**<S²>**: 0.764
**2S+1**: 2
**Energy above the lowest of the compared OMol25 structures with the same formula, charge and spin**: 0.000 eV
**Orbital gap (alpha / beta)**: 5.70 / 5.74 eV

```
126
Properties=species:S:1:pos:R:3:lowdin_charge:R:1
Ru 0.478 -0.187 0.088 0.898
C -1.220 2.261 -5.490 -0.032
C -2.199 1.170 -5.058 -0.548
C -3.400 1.166 -5.999 -0.050
C -1.547 -0.213 -5.110 -0.051
N -2.659 1.453 -3.669 0.015
C -3.972 1.762 -3.322 -0.024
C -4.014 1.908 -1.984 -0.033
N -2.737 1.719 -1.511 0.035
B -2.243 1.592 -0.074 -0.745
N -3.345 1.240 0.909 0.042
C -3.795 1.998 1.974 -0.038
C -4.523 1.193 2.761 -0.052
N -4.526 -0.079 2.191 0.011
C -3.800 -0.043 1.035 -0.660
S -3.530 -1.236 -0.153 0.647
C -5.162 -1.209 2.949 -0.538
C -6.652 -0.898 3.077 -0.029
C -4.990 -2.560 2.269 -0.085
C -4.487 -1.275 4.320 -0.021
N -1.461 2.892 0.272 0.046
C -1.628 4.141 -0.279 -0.026
C -0.568 4.894 0.079 -0.019
N 0.267 4.093 0.845 0.025
C -0.303 2.873 0.946 -0.606
S 0.234 1.481 1.842 0.681
C 1.620 4.505 1.346 -0.534
C 1.637 4.446 2.871 -0.032
C 2.670 3.581 0.727 -0.028
C 1.900 5.938 0.904 -0.050
C -1.915 1.444 -2.530 -0.602
S -0.206 1.197 -2.350 0.773
H -0.851 2.046 -6.495 0.092
H -0.371 2.315 -4.810 0.046
H -1.719 3.231 -5.507 0.094
H -3.048 0.910 -6.997 0.094
H -3.874 2.147 -6.058 0.090
H -4.145 0.426 -5.702 0.092
H -1.247 -0.424 -6.138 0.089
H -2.262 -0.974 -4.786 0.090
H -0.668 -0.247 -4.468 0.021
H -4.760 1.847 -4.043 0.114
H -4.841 2.118 -1.330 0.134
H -1.448 0.709 -0.053 0.003
H -3.557 3.042 2.082 0.123
H -5.045 1.413 3.672 0.117
H -7.111 -0.827 2.090 0.094
H -6.832 0.036 3.610 0.077
H -7.144 -1.700 3.630 0.092
H -5.425 -2.576 1.273 0.050
H -5.501 -3.299 2.890 0.092
H -3.941 -2.840 2.187 0.053
H -4.658 -0.376 4.913 0.079
H -3.413 -1.418 4.202 0.076
H -4.887 -2.123 4.878 0.096
H -2.482 4.390 -0.884 0.131
H -0.344 5.918 -0.144 0.115
H 1.405 3.447 3.232 0.029
H 0.909 5.144 3.288 0.094
H 2.628 4.727 3.228 0.095
H 2.547 2.557 1.069 0.027
H 3.666 3.925 1.010 0.098
H 2.593 3.589 -0.362 0.100
H 1.170 6.641 1.307 0.090
H 1.929 6.029 -0.183 0.092
H 2.879 6.221 1.289 0.095
C 2.801 -5.173 1.773 -0.079
C 3.090 -4.529 0.579 -0.092
C 3.070 -3.143 0.506 -0.096
C 2.779 -2.383 1.633 -0.347
C 2.512 -3.035 2.835 -0.093
C 2.515 -4.420 2.904 -0.065
P 2.618 -0.555 1.586 1.037
C 3.757 -0.010 2.893 -0.346
C 3.405 1.072 3.696 -0.096
C 4.295 1.554 4.648 -0.072
C 5.539 0.962 4.793 -0.074
C 5.893 -0.123 3.997 -0.070
C 5.005 -0.612 3.052 -0.091
C 3.333 -0.099 0.024 -0.424
C 4.627 0.282 -0.301 -0.067
C 4.919 0.595 -1.621 -0.082
C 3.917 0.506 -2.576 -0.079
C 2.613 0.153 -2.231 -0.185
C 2.277 -0.107 -0.900 -0.319
H 2.793 -6.254 1.824 0.105
H 3.351 -5.116 -0.296 0.094
H 3.310 -2.639 -0.423 0.093
H 2.283 -2.455 3.722 0.114
H 2.292 -4.913 3.841 0.112
H 2.430 1.529 3.577 0.046
H 4.013 2.389 5.277 0.107
H 6.237 1.340 5.528 0.107
H 6.863 -0.588 4.113 0.108
H 5.275 -1.466 2.442 0.113
H 5.396 0.328 0.460 0.105
H 5.919 0.898 -1.903 0.104
H 4.141 0.745 -3.609 0.104
H 1.872 0.139 -3.015 0.012
Cl -2.446 -5.013 6.744 0.671
C -1.909 -4.390 5.213 -0.666
C -2.063 -5.163 4.073 -0.092
C -1.614 -4.667 2.860 -0.014
C -1.038 -3.406 2.783 -0.145
C -0.904 -2.640 3.936 -0.032
C -1.328 -3.132 5.159 -0.105
C -0.550 -2.891 1.462 -0.582
O -0.469 -3.674 0.495 -0.015
O -0.244 -1.655 1.438 -0.210
H -2.527 -6.137 4.144 0.107
H -1.705 -5.254 1.955 0.119
H -0.463 -1.654 3.858 0.118
H -1.214 -2.554 6.066 0.109
N 0.614 -4.452 -3.583 0.202
C -0.271 -3.521 -2.786 -0.107
C 0.544 -2.326 -2.310 -0.240
N -0.199 -1.667 -1.265 -0.091
H 0.093 -5.237 -3.974 0.173
H 1.350 -4.825 -2.979 0.171
H 1.067 -3.952 -4.349 0.173
H -0.646 -4.079 -1.926 0.130
H -1.105 -3.228 -3.422 0.134
H 0.777 -1.642 -3.125 0.090
H 1.488 -2.680 -1.887 0.111
H -0.413 -2.391 -0.555 0.026
H -1.082 -1.272 -1.588 0.037
```

=====

# C6H4

An isolated molecule of C6H4 in a non-equilibrium geometry (ωB97M-V/def2-TZVPD, the Open Molecules 2025 dataset).

Computed properties:
**Structure (SMILES)**: C#C/C=C\C#C
**M**: 76.10 g mol⁻¹
**2S+1**: 1
**Energy above the lowest of the compared OMol25 structures with the same formula, charge and spin**: 1.043 eV
**Orbital gap**: 9.34 eV

```
10
Properties=species:S:1:pos:R:3:lowdin_charge:R:1
C 1.788 -1.767 0.445 0.127
C 0.784 -1.464 -0.104 -0.131
C -0.320 -0.887 -0.825 -0.160
C -0.794 0.330 -0.705 -0.172
C -0.568 1.441 0.201 -0.132
C -0.367 2.285 1.063 0.089
H 2.549 -2.073 1.078 0.015
H -1.088 -1.581 -1.446 0.158
H -1.532 0.547 -1.542 0.122
H -0.451 3.167 1.835 0.083
```

=====

# C3H7N2S

The ion C3H7N2S with charge +1 in a non-equilibrium geometry (ωB97M-V/def2-TZVPD, the Open Molecules 2025 dataset).

Computed properties:
**M**: 103.17 g mol⁻¹
**Total charge**: +1
**2S+1**: 1
**Energy above the lowest of the compared OMol25 structures with the same formula, charge and spin**: 2.737 eV
**Orbital gap**: 8.67 eV

```
13
Properties=species:S:1:pos:R:3:lowdin_charge:R:1
C 0.322 0.577 0.814 -0.131
C -0.634 -0.288 0.545 -0.105
C -0.426 -0.634 -1.918 -0.452
N 1.172 0.902 -0.255 0.041
N -0.676 -0.969 -0.707 0.006
S -0.606 0.857 -2.801 0.972
H 0.522 1.127 1.833 0.183
H -1.604 -0.535 0.991 0.140
H -0.405 -1.474 -2.570 0.090
H 1.770 1.496 0.320 0.116
H 1.548 0.227 -0.811 0.057
H -0.903 -1.961 -0.437 0.202
H -0.253 1.421 -1.647 -0.119
```

=====

# C3H3N3O2

An isolated molecule of C3H3N3O2 in a non-equilibrium geometry (ωB97M-V/def2-TZVPD, the Open Molecules 2025 dataset).

Computed properties:
**Structure (SMILES)**: [H]/N=C1\N/C(=N\[H])OC1=O
**M**: 113.08 g mol⁻¹
**2S+1**: 1
**Energy above the lowest of the compared OMol25 structures with the same formula, charge and spin**: 3.697 eV
**Orbital gap**: 10.18 eV

```
11
Properties=species:S:1:pos:R:3:lowdin_charge:R:1
H 1.932 1.733 -0.322 0.011
N 2.105 0.806 -0.215 0.246
C 0.961 0.231 0.054 -0.345
N -0.295 0.694 0.562 0.183
C -1.163 -0.326 -0.028 -0.416
N -2.396 -0.544 0.019 0.149
H -3.131 0.283 -0.260 0.147
O -0.338 -1.489 -0.169 0.122
C 0.971 -1.123 -0.006 -0.521
O 1.757 -1.902 0.292 0.248
H -0.401 1.638 0.073 0.176
```

=====

no.,electronic energy (eV)
1,-124356.8125
2,-6281.4316
3,-17030.8334
4,-11722.2605